A structure of composition C14H23As2AuClN3O5. Source: the Open Molecules 2025 dataset; level of theory: ωB97M-V/def2-TZVPD.

Results
- Net charge: 0
- Highest occupied orbital energy: -7.85 eV
- DFT total energy: -6154.91063 a.u.
- Lowest unoccupied orbital energy: -0.058 eV

Geometry as XYZ:
```
49
C14H23As2AuClN3O5 ωB97M-V/def2-TZVPD
Au 0.3267 0.2539 -2.0135
As -1.7385 0.7778 -0.2027
As -0.7945 -2.3177 -1.1055
Cl -1.5416 1.1633 -4.2470
O -2.7638 0.8944 -3.5367
O -1.7779 1.3605 -5.6410
O 2.9519 -1.2230 -0.1835
O -0.6333 -0.0180 -4.0875
O -0.8690 2.3081 -3.6568
N 2.9366 2.1500 0.6861
N 1.9004 0.7624 -0.7487
N 1.3131 3.0214 -0.7813
C -2.3397 2.2106 0.9795
C -0.5316 -1.7228 0.7578
C -0.6819 0.0115 2.4257
C 0.2975 -2.1043 2.9998
C 0.7733 -3.4569 -1.3640
C -0.0635 -0.8150 3.3550
C 3.3076 3.3792 1.3455
C 3.5429 0.8546 0.9328
C 2.0368 2.0106 -0.2995
C -3.4664 -0.0949 -0.4937
C -0.9311 -0.4309 1.1277
C -2.1184 -3.7152 -0.7720
C 2.7967 -0.0397 -0.0528
C 0.0591 -2.5493 1.7073
H -4.2178 0.6860 -0.6037
H 3.6090 3.1532 2.3670
H -2.3426 -4.2218 -1.7093
H 1.0582 -3.9906 -0.4598
H -1.7302 -4.4315 -0.0479
H 0.5160 -4.1771 -2.1413
H 0.3533 -3.5566 1.4405
H 2.4503 4.0488 1.4061
H 0.1178 -0.4534 4.3599
H -3.0277 -3.2592 -0.3846
H -2.9039 1.8123 1.8226
H 4.6125 0.8497 0.7165
H 0.6882 2.8406 -1.5589
H -3.4254 -0.6672 -1.4172
H 1.5398 3.9739 -0.5634
H -3.7184 -0.7299 0.3549
H -0.9788 1.0056 2.7340
H 4.1317 3.8880 0.8402
H 0.7651 -2.7627 3.7207
H -2.9812 2.8636 0.3889
H 3.3734 0.5138 1.9556
H -1.4938 2.7940 1.3401
H 1.6126 -2.8502 -1.6922
```

A structure of composition C14H23AuBO2P. Source: the Open Molecules 2025 dataset; level of theory: ωB97M-V/def2-TZVPD.

Results
- Net charge: 0
- Highest occupied orbital energy: -8.14 eV
- DFT total energy: -1199.75235 a.u.
- Relative energy (zero: lowest compared OMol25 entry of this formula, charge and spin): 0.0 kcal per mole
- Lowest unoccupied orbital energy: 0.611 eV

Geometry as XYZ:
```
42
C14H23AuBO2P ωB97M-V/def2-TZVPD
Au 1.0579 -0.1117 0.9069
P 0.7604 -1.3212 2.9398
O 0.6004 1.8894 -1.4484
O 1.2510 -0.1772 -2.1469
C 1.8642 0.2340 -4.4368
C -3.3321 -1.7225 2.8558
C 1.4503 -1.1725 4.6214
C 0.8915 -3.1103 2.6047
C 2.1390 2.7405 -3.0582
C 0.8130 2.0120 -2.8695
C -1.0309 -1.1013 3.2312
C -1.4706 0.0069 3.9559
C -0.5131 -0.0185 -3.7406
C -1.9758 -1.9583 2.6757
C 0.8541 0.5261 -3.3419
C -3.7588 -0.6279 3.5905
C -2.8237 0.2392 4.1397
C -0.3168 2.8363 -3.4607
B 0.9789 0.6210 -1.0446
H -1.6615 -2.8112 2.0894
H -1.2591 0.1994 -2.9763
H -1.2885 2.4318 -3.1868
H -0.2410 2.8690 -4.5497
H 2.9630 2.1669 -2.6333
H -0.8502 0.3960 -4.6917
H 1.9329 -3.4097 2.7281
H 2.8762 0.4764 -4.1208
H 1.8297 -0.8276 -4.6833
H 1.6304 0.8022 -5.3399
H -0.4365 -1.1013 -3.8398
H -3.1493 1.1023 4.7054
H 2.0867 3.6954 -2.5353
H -4.0547 -2.3971 2.4156
H -0.7532 0.7045 4.3712
H 0.2690 -3.6897 3.2873
H 2.3465 2.9306 -4.1123
H 0.9347 -1.8640 5.2881
H 1.3339 -0.1559 4.9912
H 0.6078 -3.3095 1.5732
H -4.8162 -0.4456 3.7293
H -0.2543 3.8572 -3.0833
H 2.5149 -1.4044 4.6000
```

- Which formula does entry 1 have?
  C14H23As2AuClN3O5

- The highest DFT total energy belongs to which entry?
  C14H23AuBO2P

- DFT total energy of number 2 (C14H23AuBO2P)?
  -1199.75235 a.u.

- Which of these has the lowest lowest unoccupied orbital energy?
  C14H23As2AuClN3O5